No. 1
{"formula": "C27H34CdCl2N5O7S3", "method": "ωB97M-V/def2-TZVPD", "symbols": ["Cd", "Cl", "Cl", "S", "S", "S", "O", "O", "O", "O", "O", "O", "O", "N", "N", "N", "N", "N", "C", "C", "C", "C", "C", "C", "C", "C", "C", "C", "C", "C", "C", "C", "C", "C", "C", "C", "C", "C", "C", "C", "C", "C", "C", "C", "C", "H", "H", "H", "H", "H", "H", "H", "H", "H", "H", "H", "H", "H", "H", "H", "H", "H", "H", "H", "H", "H", "H", "H", "H", "H", "H", "H", "H", "H", "H", "H", "H", "H", "H"], "xyz": [[-0.639, -0.155, 0.958], [-5.192, 1.872, -1.135], [-4.373, -0.367, 0.677], [0.985, 2.229, 3.352], [-1.159, -3.202, -0.747], [0.896, 1.195, -1.905], [-0.030, -2.486, 2.194], [-1.545, -1.769, -0.314], [0.306, 0.967, 2.767], [-2.029, 1.052, -2.000], [0.714, 0.313, -0.644], [-1.537, -3.449, 3.515], [-2.060, 2.028, 0.065], [-1.119, -2.409, 2.939], [-1.644, -1.181, 3.034], [-3.218, -1.873, 4.664], [-2.693, 1.428, 3.234], [-3.091, 0.305, 3.993], [1.352, 3.856, -0.580], [0.873, 3.449, 1.963], [4.708, 0.674, 2.977], [-2.247, -3.781, -2.033], [-2.523, -2.959, -3.105], [-2.506, 1.353, -0.891], [4.446, 2.347, -3.708], [3.579, 0.779, -1.563], [2.647, 1.412, -2.359], [-5.175, -4.953, -4.994], [2.717, 1.923, 3.494], [-2.666, -0.960, 3.879], [1.782, 3.235, 0.763], [5.480, 1.606, 3.675], [3.313, 0.783, 2.962], [-3.898, 0.653, -0.777], [-4.184, -4.513, -3.931], [5.381, 1.888, -2.794], [-3.461, -3.322, -4.066], [-3.913, -5.320, -2.814], [4.866, 2.687, 4.294], [0.461, 2.956, -1.429], [3.479, 2.854, 4.208], [-2.910, -5.012, -1.909], [4.946, 1.046, -1.771], [3.070, 2.131, -3.496], [0.393, -2.968, -1.636], [2.960, 3.647, 4.778], [-3.041, 1.344, 2.267], [0.371, -1.984, -2.129], [0.759, 4.779, -0.362], [2.702, 0.001, 2.539], [-3.977, -0.076, -1.578], [-5.820, -4.122, -5.293], [3.268, 0.102, -0.782], [0.267, 3.447, -2.384], [-3.905, 0.463, 4.565], [6.425, 2.147, -2.833], [-0.183, 3.388, 1.653], [2.759, 3.689, 1.024], [1.966, 2.165, 0.625], [6.556, 1.496, 3.696], [2.249, 4.142, -1.150], [-4.454, -6.241, -2.728], [1.098, 4.421, 2.430], [2.345, 2.529, -4.180], [5.482, 3.411, 4.843], [5.676, 0.599, -1.097], [-1.676, 1.522, 3.277], [0.596, -3.787, -2.320], [-3.684, -2.676, -4.907], [-0.501, 2.766, -0.935], [-4.023, -1.609, 5.210], [-4.582, -5.296, -5.864], [5.206, -0.145, 2.480], [-2.647, -5.748, -1.160], [-2.052, -1.984, -3.148], [4.770, 2.819, -4.635], [-2.872, -2.826, 4.607], [-5.810, -5.771, -4.627], [1.197, -2.950, -0.887]], "total_charge": 1, "spin_multiplicity": 1, "largest_force_ha_per_bohr": 0.07732, "mol_weight_g_mol": 820.12, "energy_ha": -4132.0446, "gap_ev": 8.4, "relative_energy_kcal_mol": 0.8, "e_homo_ev": -11.241}

---

No. 2
{"formula": "C23H47N2O10", "method": "ωB97M-V/def2-TZVPD", "symbols": ["O", "O", "O", "O", "O", "O", "O", "O", "O", "O", "N", "N", "C", "C", "C", "C", "C", "C", "C", "C", "C", "C", "C", "C", "C", "C", "C", "C", "C", "C", "C", "C", "C", "C", "C", "H", "H", "H", "H", "H", "H", "H", "H", "H", "H", "H", "H", "H", "H", "H", "H", "H", "H", "H", "H", "H", "H", "H", "H", "H", "H", "H", "H", "H", "H", "H", "H", "H", "H", "H", "H", "H", "H", "H", "H", "H", "H", "H", "H", "H", "H", "H"], "xyz": [[-2.897, 0.021, 0.605], [-1.359, 9.190, 1.656], [-1.797, -4.261, 1.592], [0.624, 8.062, 1.613], [3.034, -3.200, 2.073], [-1.301, 8.098, -1.124], [6.635, -4.761, -0.193], [-4.317, 1.572, -2.546], [0.613, 8.719, -2.489], [0.751, 6.856, -1.075], [4.530, -2.686, -0.623], [-1.523, -1.593, 2.902], [3.616, -1.804, 0.105], [-2.914, 1.508, -2.982], [0.049, 7.995, -1.645], [3.988, -4.245, 2.180], [-2.136, -0.264, 2.950], [-1.235, 7.209, 0.057], [-0.557, 8.166, 1.150], [-2.904, -1.253, -0.021], [3.566, -1.954, 1.634], [-1.239, 3.225, -1.790], [-1.819, -4.039, 3.003], [-5.067, 0.664, -3.412], [6.827, -3.540, -0.910], [5.941, -2.440, -0.326], [-0.102, 4.697, 0.168], [0.007, 3.384, -0.768], [-0.481, -4.314, 1.060], [-1.885, 1.757, -1.761], [-0.395, 6.043, -0.630], [-3.291, 0.010, 1.973], [-6.516, 1.311, -3.723], [-2.424, -2.669, 3.312], [6.026, -5.776, -0.977], [-1.339, 0.455, 2.735], [7.874, -3.254, -0.771], [4.305, -3.646, -0.385], [-0.856, 4.452, 0.989], [-1.918, -1.716, 0.056], [-1.025, 1.004, -1.871], [2.612, -2.006, -0.283], [-2.020, 4.011, -1.453], [-2.256, 6.850, 0.445], [-2.467, -4.810, 3.433], [6.116, -2.409, 0.754], [-3.656, 1.021, 2.183], [-0.905, 3.570, -2.837], [-3.671, -1.914, 0.387], [6.591, -5.950, -1.897], [-6.404, 2.278, -4.314], [-5.203, -0.358, -2.893], [-2.684, 0.437, -3.361], [-3.383, -2.602, 2.786], [0.121, -5.064, 1.582], [-0.950, 5.921, -1.640], [-4.146, -0.655, 2.131], [0.920, 4.795, 0.698], [-0.551, -4.598, 0.008], [6.656, -3.660, -1.986], [0.004, -3.337, 1.124], [3.651, -4.929, 2.963], [4.992, -5.513, -1.218], [4.981, -3.879, 2.447], [4.530, -1.748, 2.111], [6.022, -6.698, -0.394], [-2.474, -0.062, 3.972], [-7.069, 0.540, -4.374], [0.039, 2.406, -0.152], [-2.744, 2.215, -3.868], [-7.030, 1.475, -2.705], [1.000, 3.398, -1.359], [2.878, -1.190, 2.009], [-0.827, -4.148, 3.456], [-4.557, 0.499, -4.431], [4.028, -4.815, 1.249], [-2.612, -2.592, 4.388], [-3.109, -1.102, -1.084], [-1.211, -1.766, 1.953], [3.846, -0.764, -0.147], [-2.384, 1.642, -0.720], [6.236, -1.475, -0.753]], "total_charge": -1, "spin_multiplicity": 1, "largest_force_ha_per_bohr": 0.12550, "mol_weight_g_mol": 511.63, "energy_ha": -1766.2864, "gap_ev": 5.8, "relative_energy_kcal_mol": 32.1, "e_homo_ev": -4.012}

---

No. 3
{"formula": "C4H8O3", "method": "ωB97M-V/def2-TZVPD", "symbols": ["O", "O", "O", "C", "C", "C", "C", "H", "H", "H", "H", "H", "H", "H", "H"], "xyz": [[-0.345, 1.463, 2.501], [-0.133, -2.531, -0.725], [0.536, -0.124, -0.927], [0.226, -1.772, 0.060], [0.071, 0.774, 0.233], [-0.182, 0.263, 1.734], [0.183, -0.281, -2.338], [0.556, 0.550, -2.946], [-0.392, 1.217, 3.440], [0.919, 1.445, 0.328], [0.701, -1.191, -2.704], [-1.087, -0.352, 1.834], [-0.881, -0.449, -2.553], [0.662, -0.311, 2.127], [-0.835, 1.299, -0.062]], "spin_multiplicity": 1, "largest_force_ha_per_bohr": 0.04884, "mol_weight_g_mol": 104.10, "energy_ha": -382.8156, "gap_ev": 10.4, "relative_energy_kcal_mol": 93.6, "e_homo_ev": -9.589}

---

No. 4
{"formula": "F10N5Na3O20S10", "method": "ωB97M-V/def2-TZVPD", "symbols": ["S", "S", "S", "S", "S", "S", "S", "S", "S", "S", "Na", "Na", "Na", "F", "F", "F", "F", "F", "F", "F", "F", "F", "F", "O", "O", "O", "O", "O", "O", "O", "O", "O", "O", "O", "O", "O", "O", "O", "O", "O", "O", "O", "O", "N", "N", "N", "N", "N"], "xyz": [[2.631, 1.406, 1.391], [-1.784, -2.420, -1.707], [-0.579, 1.188, -4.844], [3.313, -4.289, 4.820], [0.585, 1.068, 2.545], [-1.873, -2.401, 0.452], [-1.927, 4.032, -0.336], [1.417, 1.446, -3.412], [-3.741, 2.850, -0.803], [2.067, -3.778, 2.935], [1.204, -1.056, -0.363], [-0.719, 0.687, -0.484], [-1.459, 3.582, -3.441], [-1.185, -1.357, -2.815], [1.574, -2.599, 1.869], [-1.128, -1.714, 1.698], [-0.995, 0.889, 2.112], [-0.304, 3.958, -0.216], [1.529, 2.768, -2.446], [3.932, -3.462, 6.085], [-1.127, 1.830, -6.164], [-3.778, 1.510, -1.723], [3.348, 1.145, -0.055], [-4.454, 3.673, -1.775], [0.846, -4.474, 3.328], [-0.114, -0.135, -5.213], [0.724, -0.092, 3.496], [0.478, 2.382, 3.165], [-2.237, 4.182, 1.140], [-3.151, -2.234, -2.008], [3.009, -4.459, 2.034], [-3.257, -1.963, 0.735], [2.390, -5.198, 5.497], [-4.276, 2.470, 0.443], [4.537, -4.823, 4.164], [0.967, 0.483, -2.429], [-1.831, 1.175, -4.132], [-1.214, -3.717, -2.021], [2.747, 1.269, -4.009], [-1.956, 5.138, -1.323], [-1.439, -3.759, 0.776], [3.484, 0.540, 2.311], [2.664, 2.837, 1.493], [2.661, -2.873, 4.077], [-1.066, -1.563, -0.443], [1.247, 0.824, 0.960], [-2.089, 2.747, -0.896], [0.326, 2.286, -4.466]], "total_charge": -2, "spin_multiplicity": 1, "largest_force_ha_per_bohr": 0.33740, "mol_weight_g_mol": 969.63, "energy_ha": -7245.9746, "gap_ev": 7.0, "relative_energy_kcal_mol": 116.0, "e_homo_ev": -4.748}

---

No. 5
{"formula": "C25H28N6O5", "method": "ωB97M-V/def2-TZVPD", "symbols": ["O", "O", "O", "O", "O", "N", "N", "N", "N", "N", "N", "C", "C", "C", "C", "C", "C", "C", "C", "C", "C", "C", "C", "C", "C", "C", "C", "C", "C", "C", "C", "C", "C", "C", "C", "C", "H", "H", "H", "H", "H", "H", "H", "H", "H", "H", "H", "H", "H", "H", "H", "H", "H", "H", "H", "H", "H", "H", "H", "H", "H", "H", "H", "H"], "xyz": [[-6.444, 2.874, -1.235], [4.665, -5.414, 0.780], [8.756, -1.294, 1.523], [8.291, 0.067, -0.272], [-5.844, -0.896, 1.093], [-7.227, 0.492, 0.004], [2.807, -3.983, 0.734], [5.525, -0.306, 0.488], [0.274, -2.100, 0.749], [3.349, 1.563, 0.447], [-4.952, 1.253, -1.731], [3.939, -2.070, 0.610], [-2.719, 3.579, -0.325], [-1.666, 1.386, -0.453], [-8.475, -0.022, 0.564], [2.652, -2.588, 0.671], [-5.632, 2.799, -3.459], [-6.008, 0.025, 0.297], [-0.495, 3.349, -1.293], [4.165, -4.295, 0.732], [1.584, -1.675, 0.675], [-2.761, 2.192, -0.084], [1.837, -0.299, 0.613], [4.238, -0.713, 0.528], [9.951, -0.535, 1.770], [7.939, -0.768, 0.564], [3.149, 0.188, 0.521], [-3.996, 1.559, 0.531], [6.236, -2.613, 0.642], [1.725, -4.955, 0.824], [-1.585, 4.156, -0.924], [-0.539, 1.963, -1.066], [4.905, -3.045, 0.658], [-5.710, 2.308, -2.033], [6.525, -1.230, 0.546], [-4.766, 0.615, -0.408], [-8.466, -1.115, 0.550], [-1.699, 0.322, -0.280], [-6.355, 3.603, -3.597], [2.641, 2.165, 0.857], [0.293, 1.344, -1.372], [-1.555, 5.222, -1.107], [-7.269, 1.322, -0.577], [-4.629, 3.177, -3.651], [-8.580, 0.316, 1.597], [-0.458, -1.422, 0.563], [4.327, 1.852, 0.516], [-9.323, 0.338, -0.021], [0.373, 3.793, -1.761], [-3.561, 4.201, -0.055], [1.068, -4.871, -0.046], [-3.690, 0.997, 1.415], [2.119, -5.975, 0.855], [-4.117, -0.244, -0.577], [7.043, -3.336, 0.699], [-4.674, 2.346, 0.867], [1.010, 0.398, 0.640], [10.603, -0.537, 0.890], [1.143, -4.786, 1.734], [-5.861, 1.983, -4.142], [10.503, -0.975, 2.606], [9.710, 0.503, 2.026], [-4.382, 0.894, -2.479], [0.090, -3.082, 0.564]], "spin_multiplicity": 1, "largest_force_ha_per_bohr": 0.05720, "smiles": "COC(=O)c1cc2c3c(c(N)cc(N)c3n1)N(C)C2=O.CNC(=O)[C@H](Cc1ccccc1)NC(C)=O", "mol_weight_g_mol": 492.54, "energy_ha": -1674.2700, "gap_ev": 6.6, "relative_energy_kcal_mol": 0.0, "e_homo_ev": -7.212}

---

No. 6
{"formula": "C9H25ClI2NOP2Pr", "method": "ωB97M-V/def2-TZVPD", "symbols": ["Pr", "I", "I", "Cl", "P", "P", "O", "N", "C", "C", "C", "C", "C", "C", "C", "C", "C", "H", "H", "H", "H", "H", "H", "H", "H", "H", "H", "H", "H", "H", "H", "H", "H", "H", "H", "H", "H", "H", "H", "H", "H", "H"], "xyz": [[0.043, 1.021, -0.902], [-0.590, 3.825, -1.474], [0.412, 0.822, -4.077], [-0.011, -1.571, -1.715], [-2.567, -0.110, -0.124], [2.593, -0.095, -0.112], [-0.023, 0.959, 1.805], [-0.060, 0.713, 4.134], [-0.065, 0.272, 2.877], [3.277, -1.726, 0.254], [3.578, 1.011, 0.966], [3.250, 0.281, -1.764], [-3.587, 0.980, 0.948], [0.009, 2.151, 4.516], [-0.137, -0.233, 5.265], [-3.227, 0.258, -1.778], [-3.255, -1.747, 0.247], [-3.006, -1.980, 1.297], [-0.122, 0.384, 6.188], [0.965, 2.607, 4.188], [3.303, 2.055, 0.739], [0.746, -0.882, 5.214], [-4.660, 0.799, 0.803], [3.267, 0.781, 2.001], [2.766, -0.382, -2.491], [4.654, 0.841, 0.829], [-0.013, 2.186, 5.608], [-2.729, -2.458, -0.412], [-0.878, 2.708, 4.148], [4.333, 0.155, -1.745], [-2.743, -0.412, -2.499], [-4.309, 0.114, -1.750], [2.753, -2.436, -0.408], [-2.949, 1.286, -2.055], [-4.332, -1.774, 0.083], [4.354, -1.742, 0.091], [-1.086, -0.779, 5.176], [-3.288, 0.755, 1.988], [2.952, 1.299, -2.055], [3.024, -1.953, 1.304], [-3.319, 2.026, 0.724], [-0.108, -0.815, 2.729]], "total_charge": 2, "spin_multiplicity": 3, "largest_force_ha_per_bohr": 0.03825, "s_squared": 2.482, "mol_weight_g_mol": 655.42, "energy_ha": -2742.6739, "gap_ev": [4.7, 6.2], "e_homo_ev": [-15.399, -15.607]}